(1)
{
  "formula": "C34H37B2BrO19",
  "method": "the ωB97M-V functional and the def2-TZVPD basis",
  "species": ["C", "C", "O", "C", "O", "C", "C", "C", "B", "B", "C", "O", "C", "Br", "C", "C", "H", "H", "H", "H", "H", "H", "H", "H", "H", "H", "H", "H", "H", "H", "H", "H", "H", "H", "H", "H", "H", "C", "C", "C", "O", "C", "C", "C", "O", "O", "O", "H", "H", "H", "H", "C", "C", "C", "O", "C", "C", "C", "O", "O", "O", "H", "H", "H", "H", "C", "C", "C", "O", "C", "C", "C", "O", "O", "O", "H", "H", "H", "H", "C", "C", "C", "O", "C", "C", "C", "O", "O", "O", "H", "H", "H", "H"],
  "positions_angstrom": [[4.906, -1.408, 0.634], [4.279, -0.529, -0.612], [3.844, -1.329, -1.767], [2.712, -2.212, -1.446], [2.774, -3.368, -0.771], [1.192, -1.795, -2.006], [0.036, -2.733, -1.244], [-1.498, -2.350, -1.748], [-2.645, -2.864, -0.642], [-2.903, -4.455, -0.279], [-1.675, -5.258, 0.485], [-4.153, -5.214, -0.540], [-3.562, -1.725, 0.178], [-4.390, -2.661, 1.750], [-4.673, -1.033, -0.837], [-6.061, -0.593, -0.029], [4.053, -1.842, 1.348], [5.626, -2.287, 0.272], [5.579, -0.675, 1.267], [3.444, 0.216, -0.202], [5.162, 0.186, -0.978], [1.129, -2.124, -3.151], [0.982, -0.634, -1.873], [0.189, -3.885, -1.518], [0.153, -2.683, -0.066], [-1.678, -1.200, -1.882], [-1.676, -2.931, -2.774], [-2.069, -6.329, 0.830], [-0.842, -5.478, -0.321], [-1.169, -4.655, 1.352], [-4.061, -6.111, -0.077], [-2.777, -0.889, 0.512], [-4.200, -0.002, -1.208], [-4.877, -1.708, -1.775], [-6.725, -1.568, 0.081], [-6.615, 0.173, -0.742], [-5.789, -0.119, 1.027], [1.996, 2.785, -5.316], [2.513, 2.081, -4.306], [2.315, 2.500, -2.891], [2.786, 1.823, -1.984], [1.554, 3.733, -2.637], [1.040, 4.438, -3.646], [1.214, 4.004, -5.060], [0.715, 4.663, -5.965], [0.326, 5.599, -3.415], [3.251, 0.935, -4.539], [2.130, 2.491, -6.349], [1.433, 4.035, -1.604], [0.059, 5.923, -4.303], [3.512, 0.608, -3.651], [6.101, -0.616, 6.089], [5.510, -0.186, 4.973], [6.248, 0.633, 3.973], [5.684, 0.998, 2.947], [7.648, 0.981, 4.265], [8.238, 0.554, 5.383], [7.508, -0.289, 6.369], [8.082, -0.682, 7.379], [9.552, 0.879, 5.665], [4.188, -0.488, 4.704], [5.577, -1.215, 6.824], [8.168, 1.592, 3.538], [9.747, 0.452, 6.528], [3.994, -0.065, 3.839], [-2.365, -1.303, 8.000], [-2.781, -0.202, 7.372], [-3.184, -0.235, 5.939], [-3.580, 0.789, 5.393], [-3.085, -1.517, 5.224], [-2.666, -2.617, 5.852], [-2.289, -2.590, 7.292], [-1.925, -3.622, 7.846], [-2.567, -3.825, 5.186], [-2.853, 1.012, 8.031], [-2.071, -1.294, 9.042], [-3.364, -1.523, 4.178], [-2.243, -4.467, 5.855], [-3.183, 1.652, 7.363], [-5.338, 3.728, -6.578], [-4.697, 4.177, -7.658], [-3.232, 4.443, -7.634], [-2.667, 4.837, -8.648], [-2.513, 4.222, -6.370], [-3.155, 3.776, -5.288], [-4.614, 3.484, -5.321], [-5.173, 3.058, -4.316], [-2.485, 3.569, -4.096], [-5.372, 4.411, -8.843], [-6.403, 3.528, -6.582], [-1.452, 4.436, -6.361], [-3.166, 3.245, -3.467], [-4.689, 4.729, -9.473]],
  "atomic_forces_ev_per_a": [[0.1, 0.0, 0.2], [1.5, 1.1, 1.8], [-2.5, -1.4, 1.8], [-0.9, -4.6, 2.5], [0.5, 7.5, -4.1], [0.1, -0.8, 0.0], [0.1, -0.4, 0.0], [-0.1, -0.1, 0.0], [-0.2, 1.9, -0.8], [-1.4, -3.1, 0.6], [0.2, -0.9, -0.3], [3.1, 0.0, 1.4], [1.6, 0.8, -1.7], [0.5, 0.7, -0.5], [0.1, 1.2, 0.7], [0.3, -0.6, -1.0], [1.9, 0.8, -1.7], [-1.9, 1.9, 0.6], [-1.5, -1.4, -1.3], [1.6, -1.9, -1.1], [-2.1, -1.8, 0.4], [0.4, 1.1, 2.4], [0.6, -2.5, -0.4], [-0.1, 2.7, 0.6], [-0.2, 0.1, -2.5], [0.7, -2.0, -0.1], [0.4, 1.5, 2.1], [1.0, 2.3, -0.3], [-1.5, 0.5, 1.6], [-1.0, -1.3, -1.5], [-0.2, 1.9, -1.1], [-2.1, -1.7, -0.1], [-0.8, -2.4, 0.6], [0.2, 1.3, 1.9], [1.3, 2.2, 0.0], [1.0, -1.5, 1.7], [-0.7, -1.1, -2.4], [-0.3, 0.4, -0.2], [1.0, -1.6, -0.9], [0.0, 0.1, 1.0], [-0.2, 0.3, -0.8], [0.2, -0.4, 0.1], [-0.9, 1.6, 0.9], [0.0, -0.2, -1.0], [0.2, -0.2, 0.8], [0.9, -1.5, -1.1], [-1.0, 1.6, 1.1], [0.0, 0.0, 0.1], [0.0, 0.0, -0.1], [0.1, -0.1, 0.4], [-0.1, -0.1, -0.3], [0.3, 0.0, 0.2], [-1.8, -0.7, 0.1], [0.3, 0.6, -0.8], [0.1, -0.3, 0.8], [-0.4, 0.0, -0.3], [1.8, 0.7, -0.1], [-0.2, -0.6, 1.0], [-0.2, 0.5, -0.8], [-1.8, -0.8, 0.3], [1.8, 0.8, -0.3], [0.0, 0.0, -0.1], [0.0, 0.0, 0.0], [-0.1, 0.2, -0.3], [0.1, -0.2, 0.3], [0.1, -0.4, 0.0], [0.1, 1.3, 1.3], [-0.3, 0.2, -1.0], [0.3, -0.5, 0.6], [-0.1, 0.4, 0.0], [0.0, -1.3, -1.3], [0.3, -0.4, 1.0], [-0.3, 0.6, -0.7], [0.1, 1.2, 1.5], [-0.2, -1.2, -1.5], [0.0, 0.0, -0.1], [0.0, 0.0, 0.0], [-0.1, 0.3, -0.3], [0.1, -0.3, 0.3], [0.0, -0.1, 0.4], [-1.4, 0.2, -1.3], [1.0, 0.3, -0.4], [-0.7, -0.3, 0.6], [0.0, 0.1, -0.3], [1.2, -0.1, 1.1], [-1.0, -0.3, 0.3], [0.7, 0.3, -0.5], [-1.4, 0.0, -1.1], [1.6, -0.1, 1.2], [0.1, 0.0, 0.0], [-0.1, 0.0, -0.1], [0.3, 0.1, -0.3], [-0.3, -0.1, 0.3]],
  "mulliken_charge": [-0.627, -0.220, -0.275, 0.297, -0.531, -0.147, -0.333, -0.425, -0.728, 1.227, -0.818, -0.592, -0.130, -0.234, -0.189, -0.973, 0.194, 0.277, 0.142, 0.232, 0.239, 0.244, 0.164, 0.125, 0.268, 0.110, 0.264, 0.262, 0.207, 0.193, 0.286, 0.317, 0.151, 0.231, 0.258, 0.311, 0.255, -0.921, 0.363, 0.821, -0.459, -0.879, 0.377, 0.973, -0.687, -0.599, -0.612, 0.466, 0.470, 0.352, 0.284, -0.786, 0.339, 0.939, -0.601, -0.985, 0.441, 0.882, -0.606, -0.566, -0.567, 0.419, 0.417, 0.349, 0.325, -0.932, 0.391, 0.872, -0.626, -0.557, 0.278, 0.818, -0.622, -0.509, -0.563, 0.407, 0.345, 0.344, 0.350, -0.973, 0.342, 0.808, -0.609, -0.545, 0.211, 0.795, -0.613, -0.467, -0.562, 0.411, 0.552, 0.322, 0.352],
  "gap_ev": 7.8,
  "total_charge": 0,
  "smiles": "CCOC(=O)CCCB(B(C)O)[C@H](Br)CC.O=C1C=C(O)C(=O)C=C1O.O=C1C=C(O)C(=O)C=C1O.O=C1C=C(O)C(=O)C=C1O.O=C1C=C(O)C(=O)C=C1O",
  "lumo_ev": -1.926,
  "homo_ev": -9.685
}

(2)
{
  "formula": "C34H37F3N6NiO3",
  "method": "the ωB97M-V functional and the def2-TZVPD basis",
  "species": ["Ni", "C", "O", "O", "C", "F", "F", "F", "C", "C", "H", "H", "H", "H", "H", "H", "O", "H", "N", "C", "C", "C", "C", "C", "H", "H", "H", "H", "H", "N", "C", "C", "C", "C", "C", "H", "H", "H", "H", "H", "N", "C", "C", "C", "C", "C", "H", "H", "H", "H", "H", "N", "C", "C", "C", "C", "C", "H", "H", "H", "H", "H", "N", "C", "C", "C", "C", "C", "H", "H", "H", "H", "H", "N", "C", "C", "C", "C", "C", "H", "H", "H", "H", "H"],
  "positions_angstrom": [[-11.162, -15.582, 1.241], [-12.828, -16.108, 3.446], [-12.930, -15.123, 2.438], [-11.630, -16.738, 3.009], [-12.883, -15.563, 4.934], [-12.106, -14.499, 5.127], [-14.108, -15.219, 5.239], [-12.544, -16.511, 5.865], [-14.357, -14.857, 2.087], [-14.395, -13.635, 1.124], [-14.102, -12.672, 1.543], [-13.807, -13.835, 0.229], [-15.399, -13.598, 0.700], [-14.947, -14.598, 2.966], [-14.783, -15.730, 1.593], [-13.653, -16.810, 3.320], [-11.233, -14.200, -0.150], [-11.075, -13.511, -0.824], [-9.269, -14.049, -3.799], [-8.731, -13.809, -5.002], [-8.925, -14.701, -6.064], [-9.697, -15.862, -5.889], [-10.229, -16.092, -4.650], [-10.024, -15.162, -3.617], [-8.098, -12.948, -5.157], [-8.447, -14.473, -7.005], [-9.757, -16.614, -6.661], [-10.900, -16.919, -4.468], [-10.541, -15.283, -2.677], [-13.080, -12.649, -5.481], [-12.469, -12.687, -4.247], [-13.143, -12.972, -3.075], [-14.564, -13.263, -3.121], [-15.127, -13.355, -4.390], [-14.391, -12.910, -5.508], [-11.395, -12.571, -4.218], [-12.669, -12.894, -2.107], [-15.148, -13.454, -2.233], [-16.143, -13.716, -4.443], [-14.871, -12.871, -6.475], [-9.764, -14.093, 2.511], [-9.298, -14.452, 3.751], [-8.404, -13.659, 4.523], [-7.968, -12.454, 3.953], [-8.334, -12.126, 2.678], [-9.279, -12.870, 2.035], [-9.552, -15.446, 4.087], [-8.111, -13.963, 5.517], [-7.202, -11.859, 4.428], [-7.895, -11.220, 2.288], [-9.649, -12.625, 1.050], [-12.125, -17.107, -0.057], [-11.764, -18.420, -0.134], [-12.189, -19.293, -1.148], [-12.925, -18.831, -2.198], [-13.380, -17.510, -2.129], [-12.966, -16.664, -1.099], [-11.062, -18.745, 0.620], [-11.825, -20.304, -1.263], [-13.332, -19.431, -2.999], [-14.041, -17.110, -2.884], [-13.285, -15.632, -1.087], [-9.236, -16.475, 0.849], [-8.717, -17.585, 1.535], [-7.387, -17.964, 1.475], [-6.482, -17.132, 0.872], [-6.936, -16.038, 0.154], [-8.294, -15.814, 0.112], [-9.474, -18.120, 2.090], [-7.067, -18.870, 1.967], [-5.427, -17.358, 0.838], [-6.261, -15.365, -0.354], [-8.572, -14.904, -0.398], [-7.392, -11.024, -1.016], [-8.267, -11.983, -1.374], [-9.594, -11.679, -1.529], [-10.133, -10.496, -1.038], [-9.272, -9.623, -0.413], [-7.904, -9.861, -0.539], [-7.890, -12.952, -1.667], [-10.241, -12.392, -2.019], [-11.186, -10.275, -1.135], [-9.580, -8.625, -0.141], [-7.239, -9.100, -0.159]],
  "atomic_forces_ev_per_a": [[1.6, -0.8, 0.5], [3.7, -2.3, -1.8], [-3.6, 1.8, 0.4], [-1.3, 1.0, 1.7], [1.6, -1.2, -1.1], [0.3, 0.1, 0.1], [-1.9, 0.7, 0.4], [0.1, 0.4, -0.8], [1.6, 1.8, -0.7], [-0.3, -1.3, -0.4], [0.0, -0.3, 0.2], [0.6, 0.0, 0.3], [-0.4, 0.4, 0.4], [0.2, -0.3, 0.2], [0.1, -0.2, 0.0], [-0.6, -0.1, 0.4], [-0.6, 0.8, -1.0], [0.1, -1.1, 1.1], [-0.4, -0.4, 0.3], [-0.7, -1.8, -0.1], [0.0, 0.0, 0.2], [1.3, 0.7, -0.2], [-0.7, 0.5, 1.0], [0.6, 0.8, -1.4], [-0.1, 0.3, 0.3], [0.0, -0.1, -0.2], [-0.2, 0.1, -0.2], [0.1, -0.2, 0.1], [0.3, 0.1, 0.4], [-0.2, 0.3, 1.4], [-1.0, -0.6, -1.0], [-2.3, 0.3, 0.2], [2.4, 0.1, -1.2], [0.2, 0.7, 0.7], [0.7, -0.9, 0.6], [0.1, 0.3, -0.2], [0.2, -0.2, 0.0], [0.1, -0.1, 0.1], [-0.2, 0.2, -0.4], [0.0, 0.0, -0.2], [1.3, 1.9, 1.5], [0.6, 0.8, -1.0], [-1.0, 0.4, -1.4], [0.7, -1.6, 1.1], [-0.1, 0.9, 0.2], [-1.2, -2.8, -0.3], [-0.4, -0.1, 0.0], [0.1, -0.1, 0.0], [-0.1, 0.1, 0.3], [-0.3, 0.0, -0.6], [-0.1, 0.0, 0.0], [-1.4, -0.6, -2.5], [-0.4, 1.4, -0.1], [1.0, -0.1, -0.2], [-1.5, 1.4, 0.2], [0.4, 0.6, 0.5], [1.2, -1.7, 1.2], [-0.1, 0.0, 0.2], [0.2, -0.1, 0.7], [0.4, -0.4, -0.1], [0.0, 0.1, -0.1], [0.3, 0.1, 0.3], [-0.2, -0.2, 0.3], [-0.2, 0.0, -0.6], [-1.9, -0.2, 1.0], [2.5, -0.3, -0.4], [-1.5, 0.4, -0.4], [1.0, 1.2, 0.0], [0.1, -0.2, 0.2], [0.0, -0.1, 0.2], [0.2, -0.2, 0.2], [0.0, 0.0, -0.2], [-0.7, 0.0, -0.2], [-0.2, 0.5, 1.1], [0.8, 1.3, -0.4], [-1.5, -0.2, 0.1], [0.3, -0.6, 0.0], [0.6, 0.8, -1.1], [-0.3, -1.5, 0.0], [0.2, 0.0, 0.0], [0.1, -0.1, -0.1], [-0.1, -0.1, 0.0], [-0.2, -0.1, 0.5], [0.5, -0.1, -0.2]],
  "lowdin_spin": [1.788, 0.007, 0.016, 0.033, 0.001, 0.000, 0.000, 0.001, 0.002, 0.000, 0.000, 0.000, 0.000, 0.001, 0.000, 0.000, 0.025, 0.006, 0.001, 0.000, 0.000, 0.000, 0.001, 0.002, 0.000, 0.000, 0.000, 0.000, 0.000, 0.000, 0.000, 0.001, 0.000, 0.000, 0.000, 0.000, 0.001, 0.000, 0.000, 0.000, 0.037, 0.004, 0.003, 0.003, 0.002, 0.005, 0.001, 0.000, 0.000, 0.000, 0.001, 0.034, 0.007, 0.004, 0.003, 0.001, 0.004, 0.004, 0.001, 0.000, 0.000, 0.000, 0.314, 0.155, 0.054, 0.244, 0.073, 0.110, 0.013, -0.002, 0.021, 0.002, 0.009, 0.001, 0.001, 0.001, 0.000, 0.000, 0.000, 0.000, 0.000, 0.000, 0.000, 0.000],
  "gap_ev": [2.9, 7.3],
  "total_charge": -1,
  "spin_multiplicity": 4,
  "lumo_ev": [2.336, 2.334],
  "homo_ev": [-0.523, -5.006]
}